Formula: C17H52MnO19S2V
Source: OMol25
Level of theory: ωB97M-V/def2-TZVPD

The geometry in ORCA input format:
```
! RIJCOSX wB97M-V def2-TZVPD def2/J DEFGRID3
* xyz -1 6
Mn 2.34 -1.98 0.66
O -3.21 -3.89 -0.22
V -2.18 -2.73 -0.64
O -2.67 -2.30 -2.09
S 0.23 -0.51 0.41
O -0.05 0.85 0.84
O 1.49 -0.49 -0.35
O 0.63 -1.36 1.53
O -0.84 -1.18 -0.27
S 0.84 -4.37 -1.21
O -0.59 -3.99 -1.20
O 1.60 -3.56 -0.27
O 1.06 -5.82 -1.03
O 1.32 -4.20 -2.58
C -2.88 2.79 1.25
O -2.73 1.40 1.06
H -2.40 3.17 2.16
H -2.56 3.39 0.40
H -3.92 3.01 1.50
H -1.80 1.16 1.05
C 4.64 -0.06 2.31
O 3.29 -0.40 1.92
H 4.74 0.11 3.38
H 5.33 -0.78 1.87
H 4.78 0.96 1.96
H 2.73 0.28 2.30
C -1.78 -3.14 3.18
O -1.35 -2.99 1.83
H -1.13 -3.87 3.65
H -1.89 -2.18 3.68
H -2.77 -3.60 3.17
H -0.49 -2.59 1.82
C 2.02 -3.43 3.07
O 3.20 -3.25 2.20
H 2.02 -2.63 3.82
H 1.13 -3.58 2.47
H 2.16 -4.35 3.63
H 3.85 -3.10 2.89
C -5.09 -0.82 0.15
O -3.77 -1.13 0.31
H -5.48 -1.58 -0.53
H -5.65 -0.76 1.08
H -5.12 0.14 -0.36
H -3.28 -0.33 0.49
C -2.51 1.03 -2.53
C -2.09 2.11 -3.52
C -3.06 2.32 -4.62
O -2.09 3.35 -2.89
H -2.65 0.08 -3.06
H -3.47 1.25 -2.05
H -1.89 0.97 -1.64
H -1.15 1.91 -4.03
H -2.79 3.09 -5.34
H -4.07 2.49 -4.24
H -3.14 1.37 -5.16
H -1.42 3.23 -2.21
C -0.17 0.07 4.10
C 0.76 1.28 4.27
C 1.91 1.02 5.29
O 1.28 1.56 2.98
H -0.66 -0.14 5.06
H 0.39 -0.84 3.91
H -0.88 0.21 3.29
H 0.16 2.13 4.59
H 1.55 0.59 6.22
H 2.45 1.94 5.49
H 2.67 0.36 4.87
H 0.66 1.27 2.30
C 2.48 0.00 -4.50
C 1.94 -1.12 -3.60
C 0.41 -0.93 -3.39
O 2.17 -2.37 -4.18
H 1.86 0.01 -5.40
H 3.55 -0.12 -4.64
H 2.45 0.99 -4.05
H 2.42 -1.11 -2.62
H 0.17 -0.10 -2.72
H 0.01 -1.88 -3.03
H -0.02 -0.86 -4.39
H 1.65 -2.96 -3.63
C 1.25 3.45 -2.79
C 1.27 3.07 -1.28
C 1.69 4.08 -0.25
O -0.06 2.75 -0.98
H 2.16 3.97 -3.09
H 0.51 4.21 -3.01
H 1.16 2.57 -3.42
H 1.96 2.23 -1.16
H 2.73 4.37 -0.43
H 1.63 3.76 0.79
H 1.07 4.98 -0.25
H -0.01 2.05 -0.33
*
```

**Frontier orbital gap (spin up / spin down)**: 6.57 / 6.52 eV
**E_LUMO (spin up / spin down)**: 1.415 / 1.367 eV
**<S²>**: 8.753
**Maximum force**: 7.183 eV/Å